C43H57BCaN10S4 | ωB97M-V/def2-TZVPD

The energy above the lowest of the compared OMol25 structures with the same formula, charge and spin comes out at 7.1 kcal per mole. The HOMO energy (alpha / beta) is -4.7640 / -4.8573 eV. For the total energy, the calculation gives -122876.0603 eV.

Each line ends with the Löwdin charge.
Element x y z (Å)
1 Ca -0.255693 0.179089 0.123402  0.984
2 C 2.779259 2.250046 3.995144  -0.079
3 C 2.096495 0.918507 4.025306  -0.255
4 C 1.673210 0.368875 5.191723  0.054
5 C 1.004052 -0.866932 5.181846  -0.209
6 N 0.840294 -1.524369 4.067681  0.179
7 N 1.229493 -0.981143 2.903507  -0.024
8 B 0.723296 -1.801919 1.671715  -0.630
9 N 1.851387 -2.781793 1.195321  0.060
10 N 2.006518 -3.750670 2.126091  0.195
11 C 3.051189 -4.519583 2.090798  -0.201
12 C 4.051204 -4.329815 1.104428  0.057
13 C 3.902927 -3.380207 0.159514  -0.234
14 C 4.939895 -3.160130 -0.906946  -0.067
15 C 2.691593 -2.608567 0.181437  -0.398
16 S 2.501193 -1.472161 -1.122330  0.937
17 C 3.210473 -5.528323 3.222945  -0.538
18 C 3.929284 -6.788550 2.732289  -0.054
19 C 4.056562 -4.840059 4.305312  -0.035
20 C 1.851991 -5.927545 3.802389  -0.048
21 N -0.602189 -2.356764 1.794175  -0.003
22 N -0.782576 -3.605429 1.229370  0.143
23 C -1.911863 -4.243133 1.511092  -0.252
24 C -2.912482 -3.705250 2.294732  -0.007
25 C -2.812786 -2.353253 2.682538  -0.312
26 C -3.991002 -1.710529 3.359217  -0.086
27 C -1.691193 -1.634229 2.378756  -0.610
28 S -1.565156 0.117856 2.594169  0.536
29 C -1.984850 -5.670137 0.952341  -0.541
30 C -1.729845 -5.669135 -0.556209  -0.054
31 C -0.891912 -6.501046 1.633204  -0.060
32 C -3.345303 -6.319061 1.211508  -0.074
33 C 1.815824 0.231345 2.806405  -0.641
34 S 2.183625 0.951399 1.277543  0.587
35 C 0.385300 -1.526497 6.414300  -0.540
36 C 0.595125 -0.680048 7.667771  -0.067
37 C -1.118181 -1.684321 6.151900  -0.039
38 C 1.014841 -2.906112 6.624391  -0.045
39 H 2.903233 2.635262 5.007069  0.077
40 H 3.754368 2.183792 3.510574  0.076
41 H 2.195699 2.955844 3.402692  0.073
42 H 1.837430 0.897994 6.121856  0.113
43 H 4.940648 -4.948737 1.103311  0.122
44 H 5.875837 -3.634909 -0.613873  0.082
45 H 4.606152 -3.592568 -1.853423  0.090
46 H 5.132285 -2.103460 -1.089752  0.066
47 H 4.979079 -6.610491 2.489340  0.074
48 H 3.906154 -7.542686 3.521617  0.089
49 H 3.436084 -7.211298 1.853408  0.094
50 H 5.034448 -4.541521 3.916030  0.086
51 H 3.549661 -3.946627 4.676147  0.080
52 H 4.217452 -5.521027 5.144544  0.087
53 H 1.344497 -6.638359 3.147370  0.064
54 H 2.003349 -6.407938 4.771856  0.090
55 H 1.193536 -5.070153 3.931443  0.069
56 H -3.796303 -4.271130 2.545226  0.092
57 H -4.519072 -2.449425 3.966083  0.078
58 H -3.689568 -0.872020 3.984605  0.042
59 H -4.696922 -1.328711 2.614178  0.052
60 H -0.749416 -5.256666 -0.781003  0.049
61 H -1.773042 -6.693430 -0.937534  0.083
62 H -2.480639 -5.074721 -1.085335  0.091
63 H 0.085734 -6.052516 1.444504  0.062
64 H -1.045435 -6.536404 2.715276  0.087
65 H -0.894258 -7.526303 1.249117  0.086
66 H -4.162450 -5.714341 0.812422  0.085
67 H -3.376458 -7.295760 0.721026  0.082
68 H -3.525282 -6.478199 2.277541  0.082
69 H 0.130478 0.305165 7.577046  0.088
70 H 0.135065 -1.184446 8.519652  0.086
71 H 1.654921 -0.541798 7.899324  0.084
72 H -1.586873 -0.715232 5.963412  0.085
73 H -1.291982 -2.307762 5.273544  0.077
74 H -1.599227 -2.145749 7.019449  0.087
75 H 2.083799 -2.823481 6.843034  0.085
76 H 0.534084 -3.409791 7.467335  0.086
77 H 0.891026 -3.521006 5.733363  0.064
78 N -3.631141 3.278861 -0.558504  0.121
79 C -4.391125 3.166405 0.642444  -0.247
80 C -4.770680 4.293055 1.347633  -0.027
81 C -5.498966 4.152944 2.521928  -0.082
82 C -5.802681 2.888816 3.006285  -0.078
83 C -5.382161 1.760386 2.312005  -0.080
84 C -4.707800 1.901828 1.109080  -0.464
85 S -4.231933 0.514573 0.149247  0.981
86 N -2.767691 1.093984 -0.498300  -0.279
87 C -2.679073 2.317352 -0.823891  -0.373
88 C -1.457096 2.779041 -1.589323  -0.203
89 C -1.508739 3.816129 -2.498329  -0.007
90 C -0.345505 4.150361 -3.183886  -0.042
91 C 0.813127 3.444563 -2.935331  -0.037
92 C 0.768428 2.411893 -2.012452  -0.107
93 N -0.348339 2.087343 -1.356606  0.013
94 H -3.336276 4.223204 -0.755369  0.123
95 H -4.503547 5.278101 0.980035  0.112
96 H -5.811367 5.036529 3.063444  0.104
97 H -6.349751 2.777416 3.932732  0.105
98 H -5.577075 0.767965 2.699048  0.096
99 H -2.438886 4.330199 -2.702031  0.117
100 H -0.356605 4.952601 -3.910496  0.114
101 H 1.738903 3.674549 -3.443950  0.113
102 H 1.641200 1.808191 -1.788667  0.106
103 C -1.203842 -1.381276 -2.388077  -0.069
104 C 0.277027 -1.758935 -2.463341  -0.733
105 C 0.844245 -1.250015 -3.789054  -0.071
106 C 0.403068 -3.275710 -2.379320  -0.071
107 N 0.908797 -1.083084 -1.294489  -0.558
108 H -1.770275 -1.851919 -3.194019  0.090
109 H -1.350914 -0.299319 -2.478644  0.058
110 H -1.650749 -1.725592 -1.445441  0.081
111 H 0.345768 -1.722952 -4.640036  0.083
112 H 1.913115 -1.468532 -3.864889  0.062
113 H 0.706796 -0.167034 -3.870520  0.069
114 H -0.206953 -3.765767 -3.143121  0.089
115 H 0.069202 -3.605886 -1.394133  0.050
116 H 1.438588 -3.595827 -2.520271  0.066

Atoms 1-6, force components in eV/Å:
Ca -0.844 0.028 0.684
C -0.014 -0.014 -0.008
C 0.183 0.205 -0.293
C -0.040 -0.008 0.241
C -0.126 -0.167 0.027
N 0.019 0.066 -0.171